{"formula": "C6H10O", "method": "wB97M-V/def2-TZVPD", "symbols": ["C", "C", "O", "C", "C", "C", "C", "H", "H", "H", "H", "H", "H", "H", "H", "H", "H"], "xyz": [[-1.1311, 1.5655, 1.6361], [-0.4866, 0.4825, 0.8468], [0.4649, -0.2842, 1.3475], [1.0727, -0.4838, 0.0513], [0.6877, -1.8931, -0.4265], [-0.5809, -1.2661, -1.0026], [-0.2758, 0.2165, -0.5389], [-1.7607, 1.1399, 2.4268], [-0.3858, 2.2130, 2.1137], [-1.7632, 2.1742, 0.9844], [2.4261, 1.7857, -1.5354], [2.3691, 1.1879, -1.1055], [0.5353, -2.6203, 0.3749], [1.3730, -2.3026, -1.1735], [-0.6006, -1.2751, -2.0936], [-1.5333, -1.6398, -0.6224], [-0.4105, 0.9999, -1.2830]], "gap_ev": 7.87, "total_charge": 0, "e_homo_ev": -7.35, "e_lumo_ev": 0.52}